1.
Below is C25H30ClN3O6S as an isolated structure at a distorted geometry, with properties calculated with the ωB97M-V functional and the def2-TZVPD basis.

Structure (ORCA input):
```
! RIJCOSX wB97M-V def2-TZVPD def2/J DEFGRID3
* xyz 0 1
C 2.6981 -6.9058 1.0569
H 2.3917 -7.0382 -0.0956
O 1.7724 -5.8088 1.5054
C 2.0301 -4.6471 0.9226
C 2.9460 -4.3781 -0.3172
C 3.0404 -3.0987 -0.5783
C 2.3477 -2.0689 0.0850
C 1.2468 -2.4539 0.9622
C 1.2115 -3.7654 1.4821
Cl 0.2373 -4.0080 2.8182
H 0.5575 -1.7002 1.6229
N 2.1693 -0.9345 -0.5647
C 1.6956 0.3529 -0.3886
O 0.6917 0.4166 0.7501
C 1.9018 1.5027 -1.1746
C 1.9420 2.8057 -0.0923
C 1.9594 4.1745 -1.0854
N 0.9100 4.0560 -2.0327
S -0.8610 4.6895 -1.7845
O -0.5117 5.8289 -0.8427
O -1.3942 4.6561 -3.0916
C -1.5220 3.3285 -0.5691
C -1.4361 3.3672 0.6984
C -1.7885 2.3080 1.5369
C -2.7355 1.1522 0.5831
C -2.8141 1.4338 -0.6927
C -2.1233 2.4530 -1.5189
H -2.6084 2.4854 -2.4410
C -3.4698 0.1561 -1.0148
H -4.3905 0.5359 -1.6665
H -3.0827 -0.5263 -1.7017
C -3.9992 -0.5279 0.1182
N -3.0703 0.1319 1.2349
C -2.5916 -0.6602 2.2226
O -3.2529 -1.6838 2.5196
C -1.6944 -0.1853 3.2421
H -0.8116 0.1345 2.3368
H -1.0802 -0.9610 3.9287
H -1.8550 0.5565 3.8594
C -5.4390 -0.1925 0.8018
H -5.5174 -0.3631 1.6906
H -6.0316 -0.5684 0.1874
H -5.4484 0.9112 0.6893
H -3.7191 -1.5541 0.1981
H -1.7391 2.1795 2.4128
H -0.8554 4.3499 0.9803
C 1.0161 3.0245 -2.9959
C 0.9971 1.7450 -2.2712
H 0.9609 0.7345 -2.9426
H -0.0820 1.3265 -1.6588
H 1.8077 3.0024 -3.5307
H 0.0418 2.9736 -3.6945
H 2.6331 4.3758 -1.6123
H 1.6685 5.0741 -0.3982
H 0.9961 2.9053 0.4314
H 2.6782 2.9549 0.6994
H 2.9747 1.4300 -1.5663
H 2.9715 -0.7897 -1.2404
O 3.6364 -2.6746 -1.5817
C 4.6064 -3.4126 -2.0722
H 3.9261 -4.4170 -2.8383
H 5.0775 -3.0444 -3.0069
H 5.2087 -4.0661 -1.6456
H 3.5892 -5.2405 -0.4319
H 2.5216 -7.8019 1.5656
H 3.8181 -6.7259 1.0785
*
```

Properties
electronic energy	-2443.885845	Eh
E_LUMO	-0.16	eV
E_HOMO	-7.762	eV
energy relative to the best compared isomer or geometry (same formula, charge and spin)	555.2	kcal/mol
frontier orbital gap	7.60	eV

Partial charges, natural (NBO), in e: -0.272 0.184 -0.474 0.342 -0.406 0.347 0.018 -0.123 -0.191 0.067 0.281 -0.543 0.683 -0.769 -0.368 -0.381 -0.177 -0.650 2.161 -0.915 -0.881 -0.153 -0.326 -0.034 0.274 -0.112 -0.222 0.258 -0.459 0.203 0.236 -0.004 -0.464 0.650 -0.612 -0.695 0.263 0.254 0.221 -0.523 0.198 0.189 0.185 0.234 0.141 0.269 -0.250 -0.386 0.213 0.237 0.182 0.230 0.149 0.227 0.229 0.222 0.200 0.397 -0.476 -0.211 0.086 0.216 0.190 0.247 0.206 0.187

***

2.
Below is C25H30GeO3Pd as an isolated structure at a distorted geometry, with properties calculated with the ωB97M-V functional and the def2-TZVPD basis.

Structure (ORCA input):
```
! RIJCOSX wB97M-V def2-TZVPD def2/J DEFGRID3
* xyz -1 2
Pd -0.3517 -0.1341 0.5566
C -3.0168 0.8282 -0.8448
O -3.2461 0.3480 0.4609
C -2.1789 0.5034 1.3261
C -2.4816 0.0945 2.7332
H -3.6492 0.2570 -1.5283
H -1.9497 0.6968 -1.1187
H -3.2765 1.8934 -0.9093
H -3.5265 0.3096 2.9756
H -1.8343 0.6424 3.4240
H -2.3012 -0.9844 2.8890
C 2.3980 -1.0831 -2.2025
C 0.9921 -1.1673 -2.7774
O 0.1046 -0.3118 -2.0950
H 3.0359 -1.8548 -2.6258
H 2.3301 -1.2192 -1.1210
H 2.8319 -0.1052 -2.4130
H 0.5934 -2.1812 -2.6625
H 0.9869 -0.9042 -3.8500
H 0.5758 0.5182 -1.9017
C -1.7890 -2.5133 -0.5165
C -0.7881 -2.1380 0.5804
O -0.8709 -2.6017 1.7236
H -1.6392 -3.5648 -0.7710
H -1.6504 -1.9021 -1.4086
H -2.8136 -2.3908 -0.1536
C 4.4526 3.9259 -1.7357
C 3.3245 4.6375 -1.3608
C 2.3695 4.0483 -0.5511
C 2.5066 2.7387 -0.1030
C 3.6463 2.0414 -0.4932
C 4.6166 2.6243 -1.2858
Ge 1.0498 1.7630 0.8947
C -0.0529 3.2710 1.6225
C 0.0883 3.7635 2.9112
C -0.7841 4.7053 3.4264
C -1.8382 5.1648 2.6557
C -2.0062 4.6756 1.3709
C -1.1175 3.7458 0.8650
C 1.9664 1.1633 2.5632
C 3.0294 1.7885 3.2036
C 3.5633 1.2644 4.3682
C 3.0378 0.1057 4.9156
C 1.9656 -0.5201 4.2990
C 1.4431 0.0073 3.1338
H 5.1992 4.3787 -2.3746
H 3.1976 5.6598 -1.6982
H 1.5058 4.6188 -0.2347
H 3.7787 1.0230 -0.1450
H 5.5068 2.0695 -1.5561
H 0.8990 3.3963 3.5258
H -0.6463 5.0815 4.4337
H -2.5283 5.8936 3.0627
H -2.8420 5.0148 0.7694
H -1.2493 3.3701 -0.1440
H 3.4405 2.6980 2.7835
H 4.3960 1.7592 4.8545
H 3.4696 -0.3145 5.8154
H 1.5413 -1.4234 4.7179
H 0.5959 -0.4911 2.6412
*
```

Properties
electronic energy	-3401.042960	Eh
E_LUMO (alpha / beta)	2.98 / 2.83	eV
E_HOMO (alpha / beta)	-3.181 / -2.931	eV
⟨S²⟩	0.825
frontier orbital gap (alpha / beta)	6.16 / 5.76	eV

Partial charges, natural (NBO), in e: 0.251 -0.257 -0.553 0.273 -0.777 0.180 0.219 0.172 0.200 0.238 0.276 -0.646 -0.053 -0.735 0.203 0.230 0.208 0.171 0.145 0.491 -0.751 0.287 -0.644 0.198 0.218 0.227 -0.249 -0.225 -0.252 -0.280 -0.269 -0.215 0.711 -0.392 -0.166 -0.242 -0.241 -0.231 -0.223 -0.379 -0.231 -0.233 -0.239 -0.212 -0.220 0.196 0.197 0.209 0.207 0.196 0.201 0.196 0.195 0.195 0.202 0.204 0.194 0.194 0.203 0.226

***

3.
Below is one molecule with the formula C25H30N2O4, with properties calculated with the ωB97M-V functional and the def2-TZVPD basis.

Structure (ORCA input):
```
! RIJCOSX wB97M-V def2-TZVPD def2/J DEFGRID3
* xyz 0 1
C -4.6794 6.3355 -7.1843
C -4.3160 5.7710 -5.8173
C -3.0948 6.4705 -5.2246
C -2.7039 5.8843 -3.8720
O -2.2625 4.5566 -4.0843
C -1.9008 3.8018 -3.0228
C -1.8974 4.2271 -1.6961
C -1.5103 3.3551 -0.6984
C -1.1031 2.0552 -0.9847
C -0.7185 1.1933 0.1621
O -1.1037 1.4089 1.2955
N 0.0970 0.1451 -0.1687
C 0.6587 -0.8166 0.6559
C 0.5571 -0.8476 2.0045
C 1.3044 -1.7299 2.8506
C 1.0194 -1.9616 4.1446
C 1.7584 -2.8577 5.0120
C 3.0520 -3.3012 4.7178
C 3.7061 -4.1834 5.5556
C 3.0877 -4.6457 6.7066
C 1.8128 -4.2047 7.0209
C 1.1592 -3.3181 6.1882
C 1.4211 -1.8159 -0.1627
O 1.9961 -1.4915 -1.1883
N 1.3420 -3.0870 0.2817
C 2.1087 -4.1796 -0.2683
C 3.0334 -4.8018 0.7804
C 2.2652 -5.5521 1.8766
O 3.1197 -6.1950 2.7878
C -1.1163 1.6311 -2.3146
C -1.5111 2.4902 -3.3144
H -5.5518 5.8269 -7.5871
H -3.8549 6.2072 -7.8818
H -4.9042 7.3976 -7.1120
H -4.1015 4.7049 -5.9047
H -5.1636 5.8881 -5.1378
H -2.2489 6.3642 -5.9056
H -3.3005 7.5347 -5.0956
H -3.5690 5.8903 -3.1950
H -1.8976 6.4791 -3.4208
H -2.1955 5.2295 -1.4328
H -1.5142 3.6732 0.3333
H 0.4412 0.0809 -1.1211
H -0.0854 -0.1247 2.4853
H 2.1654 -2.2106 2.4070
H 0.1410 -1.5008 4.5776
H 3.5601 -2.9266 3.8408
H 4.7106 -4.5074 5.3200
H 3.6008 -5.3383 7.3563
H 1.3281 -4.5531 7.9211
H 0.1640 -2.9789 6.4382
H 0.7669 -3.2811 1.0857
H 1.4314 -4.9440 -0.6645
H 2.6933 -3.7635 -1.0921
H 3.7040 -5.5078 0.2885
H 3.6475 -4.0182 1.2320
H 1.5884 -4.8704 2.4124
H 1.6671 -6.3483 1.4253
H 3.5780 -5.5287 3.3143
H -0.8495 0.6188 -2.5818
H -1.5323 2.1707 -4.3444
*
```

Properties
electronic energy	-1381.129636	Eh
E_LUMO	-0.11	eV
E_HOMO	-7.796	eV
energy relative to the best compared isomer or geometry (same formula, charge and spin)	23.4	kcal/mol
frontier orbital gap	7.68	eV

Partial charges, natural (NBO), in e: -0.600 -0.396 -0.409 -0.061 -0.496 0.327 -0.271 -0.141 -0.190 0.668 -0.606 -0.599 0.098 -0.253 -0.217 -0.180 -0.095 -0.163 -0.239 -0.209 -0.203 -0.181 0.636 -0.634 -0.598 -0.229 -0.429 -0.060 -0.713 -0.161 -0.263 0.210 0.202 0.199 0.208 0.193 0.208 0.205 0.173 0.178 0.216 0.235 0.427 0.258 0.198 0.206 0.199 0.213 0.216 0.216 0.211 0.410 0.194 0.241 0.220 0.196 0.153 0.177 0.469 0.211 0.226